Entry 1:
# C6H9O2

The ion C6H9O2 with charge -2 at a distorted geometry (ωB97M-V/def2-TZVPD, OMol25).

Each line ends with the Mulliken spin population.
Positions of all 17 atoms, in Å:
O 0.42 -2.81 1.17  -0.103
C 1.26 -1.94 1.33  -0.096
O 2.29 -2.01 2.04  -0.019
C 0.97 -0.63 0.59  -0.025
C -0.50 -0.58 0.31  1.439
C -0.69 0.70 -0.33  -2.984
C -1.52 1.61 0.16  0.559
C -0.07 0.97 -1.85  4.160
H 1.49 -0.70 -0.35  0.096
H 1.48 0.14 1.14  0.000
H -1.23 -0.74 1.23  0.390
H -0.66 -1.40 -0.51  -0.188
H -1.69 1.64 1.26  0.014
H -1.67 2.57 -0.21  -0.448
H 1.00 0.93 -1.68  -0.054
H -0.27 2.03 -2.03  -0.341
H -0.63 0.22 -2.26  -1.402

The energy above the lowest of the compared OMol25 structures with the same formula, charge and spin is 0.0 kcal per mole. The value obtained for the orbital gap (spin up / spin down) is 2.9321 / 7.9759 eV. Its expectation value of S² is 0.7507. As for the charge: -2. As for the spin multiplicity: 2.

Entry 2:
# C6H9O4P

A structure of composition C6H9O4P at a distorted geometry (ωB97M-V/def2-TZVPD, OMol25).

Each line ends with the natural charge from an NBO analysis.
Positions of all 20 atoms, in Å:
C -0.96 -0.02 0.33  -0.116
C 2.21 -1.64 0.39  -0.235
C -0.88 0.95 -0.89  0.056
C 1.26 1.50 -0.09  0.090
C 1.14 -0.79 -0.27  0.273
C -2.12 1.81 -1.12  -0.635
O -0.17 -2.82 2.92  -1.039
O -0.01 -1.08 0.29  -0.574
O 1.82 -2.24 1.54  -0.795
O 0.36 1.79 -0.94  -0.485
P 0.28 -2.99 1.55  1.525
H -0.76 0.56 1.38  0.239
H -2.07 -0.38 0.43  0.229
H 2.64 -2.27 -0.38  0.199
H 2.94 -0.93 0.66  0.228
H -0.75 0.24 -1.81  0.221
H 2.28 2.11 -0.35  0.134
H -2.15 2.15 -2.24  0.231
H -1.98 2.69 -0.57  0.223
H -3.08 1.34 -0.84  0.230

The energy above the lowest of the compared OMol25 structures with the same formula, charge and spin is 231.7 kcal per mole. The value obtained for the orbital gap is 8.0865 eV.

Entry 3:
# C6H9O4V

A structure of composition C6H9O4V at a distorted geometry (ωB97M-V/def2-TZVPD, OMol25).

Each line ends with the Mulliken spin population.
Positions of all 20 atoms, in Å:
O 3.82 0.99 2.58  -0.011
C 2.72 0.40 2.36  0.000
O 2.55 -0.79 2.78  0.009
O 1.83 1.01 1.62  -0.003
C 0.60 0.34 1.30  -0.002
V 4.18 -0.62 3.56  3.007
H 0.81 -0.72 1.14  0.001
H 0.27 0.82 0.37  0.000
C -0.44 0.54 2.40  -0.001
C -1.76 -0.12 2.11  0.000
H -0.60 1.62 2.55  0.000
H -0.04 0.13 3.34  0.001
H -2.46 -0.11 2.95  0.000
C -2.07 -0.83 1.03  0.000
C -3.31 -1.67 0.92  0.000
O -2.93 -3.01 0.61  0.000
H -1.44 -0.81 0.13  0.000
H -3.96 -1.27 0.12  0.000
H -3.87 -1.63 1.87  0.000
H -3.72 -3.53 0.45  0.000

The energy above the lowest of the compared OMol25 structures with the same formula, charge and spin is 0.0 kcal per mole. The value obtained for the orbital gap (spin up / spin down) is 6.6265 / 6.4413 eV. Its expectation value of S² is 3.7577. As for the charge: +1. As for the spin multiplicity: 4.

Entry 4:
# C6H9P

The molecule C6H9P at a distorted geometry (ωB97M-V/def2-TZVPD, OMol25).

Each line ends with the natural charge from an NBO analysis.
Positions of all 16 atoms, in Å:
C -0.34 -0.03 -0.53  -0.162
C 1.12 -1.89 -0.93  -0.370
C 0.90 -0.80 -0.23  -0.042
C -1.15 0.54 0.35  -0.446
C 1.88 -0.36 0.82  -0.647
C -2.05 1.72 -0.02  -0.650
P -1.31 -0.23 1.93  0.375
H -0.45 0.36 -1.53  0.204
H 1.87 -2.60 -0.87  0.193
H 0.39 -2.34 -1.71  0.185
H 1.87 0.69 0.48  0.225
H 2.85 -0.95 0.93  0.235
H 1.33 -0.35 1.76  0.224
H -2.21 2.40 0.86  0.230
H -3.09 1.48 -0.41  0.231
H -1.62 2.37 -0.92  0.215

The energy above the lowest of the compared OMol25 structures with the same formula, charge and spin is 82.6 kcal per mole. The value obtained for the orbital gap (spin up / spin down) is 6.6899 / 6.9423 eV.

Entry 5:
# C6HCl2F5O

The molecule C6HCl2F5O at a distorted geometry (ωB97M-V/def2-TZVPD, OMol25).

Each line ends with the natural charge from an NBO analysis.
Positions of all 15 atoms, in Å:
O 0.82 -0.37 -0.71  -0.653
C -0.01 0.58 -0.30  0.220
Cl 0.36 1.27 1.22  0.037
C -1.14 0.96 -0.98  0.205
F -1.34 0.49 -2.16  -0.289
C -2.34 1.55 -0.38  0.301
F -2.35 2.88 -0.20  -0.299
C -3.32 0.80 0.11  0.274
F -4.34 1.20 0.88  -0.287
C -3.06 -0.64 0.07  0.229
F -3.73 -1.27 -0.87  -0.286
C -1.98 -1.11 0.77  0.296
F -1.64 -0.50 1.92  -0.303
Cl -1.35 -2.70 0.49  0.044
H 1.54 -0.56 -0.05  0.511

The value obtained for the orbital gap is 8.8104 eV. Its SMILES is O/C(Cl)=C(F)/C(F)=C(F)\C(F)=C(/F)Cl.

Entry 6:
# C70H126N8O30

A cluster of 15 separate species, C70H126N8O30 in total at a distorted geometry (ωB97M-V/def2-TZVPD, OMol25).

Each line ends with the Löwdin charge.
Positions of all 234 atoms, in Å:
C -23.41 1.49 16.60  -0.004
N -22.78 1.67 17.90  -0.343
C -23.49 1.02 19.01  0.010
C -21.46 0.90 17.83  0.003
C -22.33 3.12 18.04  -0.091
C -23.46 4.11 18.07  -0.210
O -24.18 4.04 19.29  -0.061
H -22.66 1.66 15.83  0.097
H -24.31 2.09 16.53  0.098
H -23.63 0.41 16.48  0.122
H -24.52 1.40 18.91  0.123
H -23.06 1.38 19.92  0.079
H -23.31 -0.01 18.85  0.102
H -21.69 -0.06 17.46  0.084
H -21.11 0.75 18.83  0.073
H -20.79 1.39 17.04  0.114
H -21.74 3.37 17.18  0.132
H -21.76 3.17 18.97  0.127
H -24.16 3.87 17.29  0.106
H -22.88 4.98 17.86  0.096
H -23.50 4.14 19.96  0.024
C -19.06 4.82 15.79  0.022
N -18.50 4.54 17.12  -0.036
C -19.25 4.79 18.24  0.037
C -18.94 4.21 19.45  0.071
C -17.80 3.44 19.48  -0.122
C -16.96 3.30 18.41  0.026
C -17.32 3.94 17.26  -0.031
C -17.45 2.81 20.76  -0.123
C -18.38 2.50 21.71  0.046
C -18.04 1.61 22.72  -0.059
N -16.92 0.96 22.77  -0.077
C -15.96 1.27 21.85  0.003
C -16.17 2.25 20.92  0.049
C -16.77 -0.15 23.75  0.072
H -19.49 3.88 15.48  0.050
H -18.20 5.10 15.15  0.109
H -19.85 5.65 15.87  0.116
H -20.00 5.47 18.13  0.062
H -19.41 4.64 20.36  0.116
H -15.93 2.91 18.36  0.083
H -16.72 3.90 16.36  0.132
H -19.39 2.95 21.78  0.142
H -18.79 1.24 23.41  0.113
H -15.02 0.68 22.00  0.157
H -15.39 2.54 20.15  0.117
H -16.48 -1.00 23.14  0.107
H -17.74 -0.31 24.17  0.081
H -16.02 0.21 24.44  0.096
C -10.77 4.30 24.69  0.016
C -9.62 4.47 23.70  -0.435
C -8.89 3.19 23.37  -0.135
C -9.78 2.27 22.61  -0.162
C -9.94 2.92 21.28  -0.149
C -10.83 4.10 21.28  -0.446
N -10.17 5.00 22.34  0.022
O -10.00 6.11 22.06  0.193
C -12.28 3.75 21.71  0.044
C -10.84 4.84 20.00  -0.005
C -8.66 5.57 24.13  -0.002
H -11.36 5.20 24.66  0.075
H -10.22 4.28 25.60  0.093
H -11.43 3.43 24.50  0.067
H -8.67 2.82 24.42  0.159
H -7.98 3.53 22.77  0.147
H -10.75 2.22 23.13  0.102
H -9.36 1.26 22.52  0.140
H -10.31 2.32 20.48  0.127
H -8.86 3.20 20.91  0.161
H -12.39 3.13 22.61  0.061
H -12.78 3.30 20.83  0.098
H -12.87 4.67 21.85  0.073
H -11.36 5.74 20.24  0.078
H -11.43 4.27 19.26  0.085
H -9.84 4.91 19.57  0.111
H -9.12 6.53 24.11  0.086
H -7.89 5.57 23.41  0.079
H -8.32 5.26 25.10  0.099
C -18.12 7.34 23.67  0.007
C -17.00 6.88 24.64  -0.393
C -17.56 6.84 26.10  -0.126
C -16.74 6.04 27.09  -0.184
C -16.56 4.63 26.61  -0.103
C -15.82 4.52 25.21  -0.365
N -16.51 5.50 24.25  0.055
O -16.49 5.20 23.04  0.183
C -16.04 3.17 24.63  -0.044
C -14.36 4.91 25.17  0.004
C -15.67 7.67 24.56  0.016
H -17.94 7.22 22.64  0.060
H -18.37 8.41 23.88  0.119
H -19.01 6.85 24.03  0.057
H -18.59 6.42 26.06  0.114
H -17.75 7.89 26.46  0.142
H -17.24 5.94 28.08  0.128
H -15.75 6.57 27.29  0.124
H -17.51 4.06 26.48  0.115
H -16.05 4.03 27.33  0.122
H -15.43 2.43 25.10  0.078
H -15.91 3.00 23.56  0.074
H -17.07 2.86 24.79  0.063
H -13.82 4.09 25.61  0.092
H -14.09 5.78 25.66  0.056
H -14.09 4.96 24.12  0.095
H -15.12 7.36 23.66  0.084
H -15.20 7.51 25.52  0.074
H -15.90 8.71 24.47  0.092
C -16.60 7.36 16.48  -0.006
C -16.17 8.68 17.04  -0.454
C -16.98 9.15 18.30  -0.086
C -16.58 8.40 19.58  -0.152
C -15.13 8.62 19.82  -0.107
C -14.20 7.96 18.74  -0.422
N -14.68 8.53 17.42  0.046
O -13.85 9.11 16.77  0.202
C -14.15 6.47 18.69  -0.002
C -12.83 8.44 19.13  -0.029
C -16.27 9.76 16.05  -0.046
H -17.56 7.59 15.98  0.091
H -16.65 6.68 17.32  0.065
H -15.78 7.06 15.78  0.122
H -18.03 8.89 18.07  0.118
H -16.84 10.20 18.35  0.104
H -16.84 7.39 19.43  0.100
H -17.22 8.84 20.34  0.125
H -14.81 8.14 20.79  0.123
H -14.92 9.70 19.83  0.134
H -13.38 6.07 18.06  0.092
H -15.01 5.89 18.33  0.074
H -14.00 6.15 19.74  0.094
H -12.64 8.13 20.15  0.074
H -12.83 9.55 19.15  0.099
H -11.95 8.22 18.51  0.106
H -16.10 10.80 16.43  0.112
H -17.31 9.78 15.77  0.103
H -15.68 9.67 15.10  0.111
C -15.88 1.22 15.80  0.010
C -15.33 -0.21 15.61  -0.393
C -14.30 -0.53 16.66  -0.141
C -14.70 -0.67 18.12  -0.149
C -15.72 -1.82 18.17  -0.080
C -16.89 -1.57 17.16  -0.421
N -16.47 -1.23 15.77  -0.014
O -16.95 -1.78 14.85  0.199
C -17.74 -0.39 17.71  0.021
C -17.76 -2.82 17.03  -0.014
C -14.75 -0.43 14.20  -0.002
H -15.73 1.49 16.81  0.040
H -16.87 1.36 15.33  0.097
H -15.23 1.95 15.36  0.092
H -13.66 0.31 16.56  0.113
H -13.64 -1.37 16.41  0.133
H -15.02 0.29 18.46  0.073
H -13.77 -0.96 18.59  0.120
H -16.25 -1.96 19.10  0.120
H -15.15 -2.77 17.82  0.154
H -17.17 0.34 18.33  0.094
H -18.59 -0.71 18.31  0.080
H -18.18 0.24 16.87  0.091
H -17.06 -3.57 16.52  0.124
H -18.75 -2.66 16.59  0.101
H -18.01 -3.12 18.00  0.065
H -13.83 0.17 14.16  0.100
H -15.43 0.07 13.52  0.092
H -14.60 -1.49 13.91  0.101
C -20.83 -0.03 24.82  -0.017
C -22.28 -0.21 24.46  -0.371
C -23.28 -0.09 25.72  -0.092
C -24.77 -0.01 25.38  -0.197
C -25.05 0.45 24.02  -0.150
C -24.07 1.56 23.53  -0.407
N -22.69 0.98 23.58  0.039
O -21.86 1.53 22.87  0.211
C -24.07 2.72 24.49  0.013
C -24.43 2.05 22.07  0.022
C -22.61 -1.48 23.63  0.010
H -20.60 0.94 25.29  0.071
H -20.25 -0.18 23.94  0.059
H -20.62 -0.78 25.65  0.134
H -22.95 0.74 26.33  0.114
H -23.17 -0.95 26.33  0.108
H -25.22 0.76 26.08  0.131
H -25.31 -0.92 25.72  0.124
H -26.02 0.88 23.86  0.123
H -24.96 -0.38 23.32  0.112
H -23.91 2.44 25.53  0.091
H -25.14 3.09 24.38  0.132
H -23.47 3.48 24.03  0.061
H -24.58 1.23 21.39  0.066
H -23.61 2.62 21.62  0.067
H -25.33 2.63 22.11  0.103
H -21.82 -2.24 23.77  0.110
H -22.54 -1.33 22.57  0.058
H -23.60 -1.83 23.88  0.078
O -13.39 8.63 22.85  0.037
C -12.91 7.34 22.62  -0.812
O -13.56 6.70 21.78  -0.051
O -11.98 6.98 23.33  0.007
H -13.05 9.14 23.57  0.088
O -12.34 3.19 17.40  0.065
C -13.65 3.26 17.56  -0.808
O -14.14 2.56 18.50  -0.097
O -14.30 3.95 16.73  -0.034
H -11.89 2.61 18.06  0.123
O -20.36 5.50 22.03  0.087
C -21.57 4.94 22.06  -0.759
O -22.05 4.68 20.92  -0.008
O -22.03 4.80 23.20  -0.007
H -20.11 5.59 22.90  0.021
O -21.02 3.19 24.87  0.043
C -19.71 3.50 24.99  -0.774
O -19.30 4.63 24.67  -0.001
O -19.02 2.60 25.56  -0.072
H -21.40 3.96 24.41  0.034
O -21.04 8.97 17.85  0.004
C -20.50 7.67 17.41  -0.742
O -21.33 6.76 17.55  -0.036
O -19.36 7.71 16.98  -0.021
H -21.90 8.70 18.14  0.048
O -18.62 -1.06 21.48  0.032
C -19.78 -0.44 20.92  -0.730
O -20.89 -1.00 21.07  -0.031
O -19.38 0.44 20.11  -0.043
H -19.07 -1.69 21.98  0.047
O -20.85 0.40 14.76  -0.014
C -19.44 0.81 14.90  -0.814
O -19.33 1.96 15.30  -0.013
O -18.69 -0.06 14.61  0.033
H -20.74 -0.55 14.73  0.072
O -11.91 0.96 25.41  0.008
C -12.91 1.01 24.38  -0.772
O -13.47 2.13 24.24  -0.091
O -12.95 -0.01 23.66  -0.039
H -11.99 1.80 25.87  0.066

The energy above the lowest of the compared OMol25 structures with the same formula, charge and spin is 0.0 kcal per mole. The value obtained for the orbital gap is 6.0525 eV.